A structure of composition C39H40BrN3O10P2TeTl at a distorted geometry, computed with wB97M-V/def2-TZVPD.

- HOMO level (alpha / beta) (eV) = -2.22 / -2.58
- multiplicity = 2
- LUMO energy (alpha / beta) (eV) = 3.58 / 3.58
- gap between HOMO and LUMO (alpha / beta) (eV) = 5.80 / 6.15
- charge = -2

Last column: Mulliken charge in e.
CARTESIAN COORDINATES (ANGSTROEM)
Tl (0.437, 0.102, 1.462)  1.1450
O (0.986, 0.695, 4.094)  -0.2360
P (0.203, -0.697, 4.559)  0.6852
O (0.482, -0.926, 5.990)  -0.8628
O (0.546, -1.716, 3.510)  -0.6381
O (-1.346, -0.241, 4.402)  -0.4329
P (-2.416, -0.697, 3.234)  0.7670
O (-1.997, -2.229, 2.957)  -0.6245
O (-3.782, -0.589, 3.777)  -0.8525
O (-2.106, 0.118, 1.998)  -0.3596
H (0.830, 1.348, 4.776)  0.1783
H (-1.027, -2.239, 3.085)  0.4754
C (-2.256, 2.268, -0.180)  -1.4040
O (-1.718, 1.026, -0.579)  1.4879
C (-2.589, 0.042, -0.822)  -0.7038
C (-3.943, 0.235, -1.062)  0.1245
C (-4.733, -0.851, -1.405)  -0.8576
Br (-6.566, -0.533, -1.804)  -0.2864
C (-4.247, -2.128, -1.507)  -0.8818
C (-2.889, -2.352, -1.222)  1.3005
C (-2.064, -1.272, -0.865)  -0.1006
O (-0.767, -1.433, -0.591)  -0.3003
C (-2.316, -3.674, -1.277)  -0.2807
N (-1.142, -3.984, -0.770)  -0.1166
C (-0.938, -5.306, -1.016)  0.3605
C (0.123, -6.133, -0.664)  -0.6453
C (0.077, -7.447, -1.082)  -0.6431
C (-0.987, -7.935, -1.838)  -0.3768
C (-2.060, -7.131, -2.189)  -1.0732
C (-2.034, -5.819, -1.752)  0.4042
N (-2.897, -4.763, -1.893)  0.0003
H (-2.810, 2.746, -0.998)  0.3134
H (-1.393, 2.875, 0.086)  -0.1170
H (-2.888, 2.126, 0.700)  0.4697
H (-4.389, 1.212, -0.973)  0.6809
H (-4.903, -2.943, -1.774)  0.4429
H (-0.595, -2.401, -0.459)  0.4636
H (0.936, -5.749, -0.074)  0.4284
H (0.892, -8.111, -0.827)  0.4039
H (-0.968, -8.967, -2.161)  0.3626
H (-2.877, -7.517, -2.783)  0.3767
H (-3.784, -4.776, -2.365)  0.2079
C (-2.657, 4.432, -5.653)  -1.5656
C (-1.715, 3.866, -4.628)  0.8242
C (-1.685, 2.507, -4.377)  -0.9780
C (-0.786, 1.943, -3.478)  1.6170
C (-0.766, 0.446, -3.403)  -1.3167
C (0.081, 2.764, -2.755)  -0.6898
Te (1.482, 1.964, -1.301)  0.1262
N (0.641, 2.574, 0.442)  -0.2183
C (1.079, 3.672, 1.006)  0.0102
O (1.898, 4.465, 0.505)  -0.8428
C (0.522, 3.953, 2.378)  0.4574
C (-0.464, 3.189, 2.996)  0.0739
C (-0.846, 3.474, 4.298)  -1.1845
C (-0.262, 4.522, 4.994)  -0.3222
C (0.688, 5.315, 4.368)  -0.5512
C (1.066, 5.032, 3.070)  -0.6672
C (3.026, -0.944, 1.150)  -0.1193
C (3.169, -2.263, 0.784)  0.6347
C (1.995, -3.067, 0.323)  -0.3770
C (4.439, -2.834, 0.848)  -0.9542
C (5.537, -2.091, 1.250)  0.9691
C (6.911, -2.712, 1.262)  -1.5613
C (5.348, -0.762, 1.615)  -1.1711
C (4.085, -0.172, 1.580)  1.2039
C (3.872, 1.243, 2.027)  -1.1055
C (0.087, 4.137, -3.031)  1.3770
C (1.092, 5.040, -2.396)  -1.5017
C (-0.804, 4.666, -3.954)  -1.0121
H (-3.481, 3.746, -5.837)  0.3635
H (-2.138, 4.594, -6.601)  0.2991
H (-3.066, 5.387, -5.330)  0.3763
H (-2.373, 1.858, -4.905)  0.3169
H (-1.780, 0.044, -3.430)  0.2041
H (-0.269, 0.110, -2.497)  -0.3076
H (-0.225, 0.048, -4.264)  0.5305
H (-0.938, 2.374, 2.470)  0.4053
H (-1.603, 2.865, 4.772)  0.4801
H (-0.550, 4.736, 6.015)  0.3977
H (1.132, 6.156, 4.890)  0.3657
H (1.800, 5.643, 2.562)  0.4282
H (1.628, -2.675, -0.622)  0.1437
H (1.200, -2.987, 1.059)  0.2264
H (2.275, -4.108, 0.187)  0.0014
H (4.567, -3.880, 0.586)  0.2264
H (6.870, -3.737, 0.894)  0.3286
H (7.331, -2.725, 2.269)  0.3134
H (7.592, -2.147, 0.623)  0.3366
H (6.196, -0.174, 1.948)  0.3417
H (4.813, 1.761, 2.208)  0.3571
H (3.285, 1.229, 2.945)  0.1836
H (3.301, 1.799, 1.285)  0.0848
H (0.967, 5.069, -1.315)  0.1070
H (1.031, 6.053, -2.794)  0.3873
H (2.094, 4.642, -2.568)  0.3376
H (-0.776, 5.728, -4.168)  0.3243

=====

A structure of composition C39H40Cl5N7O2S3Ti at a distorted geometry, computed with wB97M-V/def2-TZVPD.

- HOMO level (alpha / beta) (eV) = -9.89 / -10.53
- multiplicity = 2
- LUMO energy (alpha / beta) (eV) = -3.31 / -3.36
- gap between HOMO and LUMO (alpha / beta) (eV) = 6.58 / 7.17
- charge = +1

Last column: Mulliken charge in e.
CARTESIAN COORDINATES (ANGSTROEM)
Ti (2.004, 0.006, -1.023)  -0.6228
N (4.939, -2.848, -0.208)  -0.1847
C (5.422, -2.619, 1.126)  0.3013
C (5.781, -3.669, 1.952)  -0.8858
C (6.201, -3.394, 3.248)  -0.6044
C (6.221, -2.084, 3.718)  -0.7311
C (5.834, -1.041, 2.883)  -0.5735
C (5.465, -1.321, 1.574)  0.7224
S (5.069, -0.076, 0.420)  -0.2069
N (3.763, -0.882, -0.404)  0.8005
C (3.930, -2.110, -0.693)  0.5137
C (2.905, -2.728, -1.605)  0.7697
C (3.032, -3.959, -2.188)  -0.8161
C (2.039, -4.406, -3.053)  -0.9831
C (0.950, -3.609, -3.273)  -0.9833
C (0.891, -2.385, -2.638)  -0.1118
N (1.866, -1.948, -1.830)  0.7250
H (4.946, -3.810, -0.489)  0.1765
H (5.739, -4.695, 1.590)  0.3626
H (6.502, -4.212, 3.897)  0.3952
H (6.537, -1.873, 4.736)  0.3992
H (5.839, -0.009, 3.234)  0.4221
H (3.906, -4.578, -1.996)  0.4624
H (2.125, -5.372, -3.538)  0.4411
H (0.139, -3.924, -3.920)  0.4994
H (0.056, -1.720, -2.760)  0.2073
Cl (3.376, 2.273, -1.352)  -0.2207
C (2.723, 2.353, 0.297)  0.7391
C (2.259, 1.147, 0.777)  -0.8086
C (1.927, 1.183, 2.124)  0.3463
Cl (1.613, -0.299, 3.017)  -0.1649
C (1.871, 2.377, 2.845)  0.2692
Cl (1.274, 2.385, 4.464)  -0.1848
C (2.271, 3.578, 2.258)  0.3907
Cl (2.178, 5.063, 3.123)  -0.1867
C (2.762, 3.557, 0.966)  0.0767
Cl (3.363, 4.980, 0.208)  -0.1934
C (-5.956, 1.963, -3.217)  -1.5552
C (-4.468, 2.048, -2.936)  0.9255
C (-3.877, 3.281, -2.630)  -0.6640
C (-2.523, 3.390, -2.384)  -1.0138
C (-1.734, 2.239, -2.436)  0.1359
C (-2.292, 1.000, -2.729)  -0.1078
C (-3.661, 0.918, -2.981)  -0.8660
S (-0.056, 2.419, -2.003)  1.0971
O (0.537, 3.465, -2.785)  -0.7649
O (-0.113, 2.615, -0.578)  -0.5978
N (0.641, 0.948, -2.267)  1.2519
C (1.418, 0.812, -3.473)  0.0327
C (1.088, 1.237, -4.759)  -0.9065
C (1.986, 0.997, -5.777)  -0.5497
C (3.181, 0.328, -5.514)  -1.0784
C (3.431, -0.065, -4.224)  -0.2531
N (2.572, 0.180, -3.223)  0.2932
H (-6.212, 2.515, -4.127)  0.3568
H (-6.536, 2.403, -2.400)  0.3192
H (-6.280, 0.930, -3.348)  0.3680
H (-4.499, 4.173, -2.587)  0.4138
H (-2.074, 4.353, -2.149)  0.5138
H (-1.672, 0.113, -2.739)  0.3035
H (-4.107, -0.046, -3.214)  0.3184
H (0.154, 1.755, -4.939)  0.5101
H (1.763, 1.334, -6.785)  0.4492
H (3.904, 0.126, -6.296)  0.4300
H (4.344, -0.587, -3.958)  0.5334
C (-3.942, -1.465, 4.380)  -1.0340
C (-3.093, -2.737, 4.561)  -0.4453
C (-2.280, -3.181, 3.340)  -0.8419
C (-1.085, -2.303, 2.987)  -0.6306
N (-1.491, -1.028, 2.359)  0.4933
C (-0.956, -0.475, 1.266)  0.5898
S (0.154, -1.361, 0.259)  -0.5056
N (-1.328, 0.747, 0.935)  1.3929
C (-2.182, 1.648, 1.710)  -1.6024
C (-3.638, 1.548, 1.288)  0.8892
C (-4.487, 2.689, 1.823)  -0.4337
C (-5.938, 2.594, 1.349)  -1.0542
H (-4.718, -1.399, 5.147)  0.4229
H (-4.445, -1.454, 3.403)  0.2239
H (-3.350, -0.540, 4.476)  0.2883
H (-3.761, -3.558, 4.826)  0.3563
H (-2.413, -2.604, 5.411)  0.2633
H (-2.935, -3.247, 2.461)  0.2608
H (-1.897, -4.188, 3.531)  0.3686
H (-0.433, -2.807, 2.285)  0.4561
H (-0.505, -2.082, 3.886)  0.3147
H (-2.130, -0.458, 2.883)  -0.3337
H (-0.778, 1.190, 0.208)  -1.0869
H (-1.813, 2.654, 1.524)  0.5079
H (-2.062, 1.469, 2.782)  0.5248
H (-4.057, 0.590, 1.625)  0.0764
H (-3.671, 1.551, 0.191)  -0.3647
H (-4.050, 3.639, 1.495)  0.2967
H (-4.454, 2.690, 2.920)  0.3487
H (-5.987, 2.559, 0.250)  0.0741
H (-6.528, 3.454, 1.680)  0.4073
H (-6.425, 1.689, 1.734)  0.3241